Entry 1:
Computed, not measured: one molecule with the formula C22H39NO3, with wB97M-V/def2-TZVPD.

Last column: natural (NBO) charge in e.
Positions of all 65 atoms, in Å:
H (-0.7573, 3.5517, -2.2683)  0.217
C (1.0058, -4.0105, 0.9754)  -0.448
H (2.4189, -0.8643, 0.4769)  0.208
H (4.6784, 0.6643, 3.2846)  0.197
N (-2.6919, 0.8808, -3.0310)  -0.629
H (-4.6418, -3.1913, -0.8209)  0.202
H (-2.9649, -2.8352, 1.0762)  0.194
H (1.2626, -0.8627, 2.8433)  0.216
H (-3.0820, 2.8471, -2.6547)  0.233
H (-0.1503, 1.9689, -2.7668)  0.218
C (-2.2599, 2.2576, -3.0697)  -0.223
H (2.8609, 2.2384, 3.6279)  0.209
H (4.2810, 3.9070, -0.4216)  0.202
C (-1.2920, -3.6149, -0.0338)  -0.407
H (-3.7318, -1.4724, -3.3327)  0.208
H (4.1942, -1.6420, 3.0596)  0.201
C (-0.5002, -3.8820, 1.2436)  -0.375
C (2.0761, -1.5225, 2.5283)  -0.489
H (-1.9918, 0.1791, -3.2172)  0.408
O (-0.2947, 0.2793, 0.6132)  -0.699
H (-2.2992, -1.3112, -1.3228)  0.209
H (3.7149, 5.4059, 0.3189)  0.201
H (2.8136, 1.4838, 0.6733)  0.193
H (2.3110, 4.1738, 2.0180)  0.196
C (2.7209, 1.5083, 2.8261)  -0.445
C (-2.7926, -3.5119, 0.2354)  -0.387
C (2.0612, 3.4021, 1.2861)  -0.393
H (1.9432, -2.4805, 3.0319)  0.217
C (2.0169, -1.7006, 1.0363)  -0.223
C (1.5755, -2.7620, 0.3731)  -0.158
H (-3.7102, -0.9628, -0.3194)  0.205
C (-3.5772, -3.0042, -0.9762)  -0.388
C (-3.8923, 0.5200, -2.5238)  0.685
C (-0.4764, 0.5987, -0.6658)  0.817
C (-3.3635, -1.5093, -1.2001)  -0.398
H (4.0242, 2.5139, 1.4379)  0.199
H (-0.5819, 2.6359, -0.1286)  0.240
H (1.9420, 3.2118, -0.8556)  0.191
H (-3.2687, -3.5567, -1.8665)  0.194
H (1.0330, 3.0860, 1.4827)  0.198
C (2.1376, 3.9967, -0.1208)  -0.391
H (1.3533, 4.7512, -0.2245)  0.199
C (2.9803, 2.1992, 1.4820)  -0.383
C (3.6675, 0.3678, 3.0335)  -0.159
C (-1.0820, 1.9697, -0.8314)  -0.526
H (-2.1294, 1.9049, -0.5256)  0.251
H (1.5109, -4.2421, 1.9156)  0.209
H (3.4625, 5.1178, -1.4029)  0.210
H (-3.1685, -4.4959, 0.5247)  0.201
H (-0.9338, -2.6899, -0.4864)  0.204
C (3.4834, 4.6451, -0.4235)  -0.607
H (-2.0988, 2.5651, -4.1096)  0.193
C (-0.9755, 2.4838, -2.2696)  -0.412
H (1.5965, -2.7353, -0.7085)  0.212
H (-5.1717, -1.1718, -2.3355)  0.228
O (-4.7199, 1.3299, -2.1560)  -0.639
O (-0.1801, -0.1474, -1.5660)  -0.635
H (-0.8586, -4.8046, 1.7064)  0.203
C (-4.1025, -0.9806, -2.4319)  -0.486
H (0.1409, -0.5946, 0.6942)  0.514
H (-0.6706, -3.0679, 1.9529)  0.192
C (3.3981, -0.9237, 2.9133)  -0.188
H (1.1723, -4.8446, 0.2910)  0.210
H (1.6842, 1.1706, 2.8537)  0.204
H (-1.1097, -4.4207, -0.7487)  0.196

Forces on atoms 1 to 2 (eV/Å):
H 0.05 0.02 -0.02
C -0.13 0.06 0.25

SMILES: CCCCC/C=C\C/C=C\CCCCCCCC(=O)NCCCC(=O)O
LUMO: 0.89 eV
Maximum force: 0.692 eV/A
M: 365.56 g mol⁻¹
Highest occupied orbital energy: -9.3 eV

***

Entry 2:
Computed, not measured: a 6-piece molecular cluster, C22H39NO8 overall at a distorted geometry, with wB97M-V/def2-TZVPD.

Last column: natural (NBO) charge in e.
Positions of all 70 atoms, in Å:
C (1.1932, -5.1626, 2.8126)  -0.720
H (-5.7345, -0.0834, -4.9038)  0.200
H (2.3948, -0.0997, 2.4220)  0.256
H (-1.7253, -1.5694, -5.8175)  0.243
H (-0.1579, -6.7865, 0.9027)  0.224
H (-5.4940, 4.7488, 3.2743)  0.234
C (-0.6359, 1.6668, 4.4198)  -0.732
H (6.6565, 0.7570, -1.5899)  0.235
O (-3.2580, 2.6387, 3.4416)  -0.565
H (1.3431, -6.2162, 3.0581)  0.227
H (-3.4695, 1.5270, -6.1268)  0.361
O (-0.8513, -1.6372, -1.6002)  -0.528
C (-0.9950, 1.2642, 1.9017)  -0.727
C (-3.2042, 4.4812, 4.9449)  -0.725
H (2.0902, -4.6065, 3.0938)  0.236
H (-3.9099, -1.7624, -6.6363)  0.218
O (8.5364, 3.1853, -1.8155)  -0.554
O (3.7881, 0.3260, -0.2912)  -0.579
H (0.3438, -4.7613, 3.3694)  0.235
O (0.3410, -0.1634, 3.2559)  -0.569
H (-3.3850, -3.3012, -3.3765)  0.256
H (-0.2664, 2.6829, 4.2638)  0.222
H (-4.0762, 4.7223, 5.5565)  0.235
H (-1.7047, 1.6817, 4.6302)  0.259
H (8.1357, 1.2995, 0.5854)  0.229
N (-4.2924, 1.3847, -5.5310)  -0.846
H (0.9166, -0.6440, 0.2515)  0.227
H (-5.4256, 0.0075, -6.7088)  0.193
C (6.5795, 1.8362, -1.7366)  -0.719
H (-2.0814, 1.2608, 1.9985)  0.256
O (-0.4300, 0.3387, -2.9479)  -0.498
C (-3.9119, -1.2178, -5.6158)  -0.429
H (3.3879, -1.5593, 2.1115)  0.233
C (-0.2441, -5.7084, 0.7493)  -0.719
C (-1.0026, -0.7351, -2.7203)  0.783
H (-2.5421, 3.8309, 5.5205)  0.236
C (3.2480, -0.5028, 1.8724)  -0.730
C (-3.6387, 3.7684, 3.6916)  0.609
H (-2.6608, 5.3921, 4.6850)  0.234
H (-4.3866, -1.9823, -4.8867)  0.206
C (-0.3641, 0.8294, 3.1975)  0.609
H (-0.1155, 1.2322, 5.2768)  0.227
H (-0.7114, 0.5674, 1.1096)  0.226
C (-4.5619, 4.5065, 2.7595)  -0.721
O (-2.1119, -3.4531, -0.6156)  -0.518
H (-4.7911, 3.8727, 1.9002)  0.237
C (7.7758, 2.5220, -1.1339)  0.594
H (-4.0786, 5.4186, 2.4027)  0.234
H (5.6636, 2.2153, -1.2788)  0.245
H (-1.1570, -5.3311, 1.2143)  0.240
H (1.9091, -2.1032, -0.0593)  0.258
C (-1.8555, -2.6451, -1.5306)  0.794
C (7.9958, 2.3559, 0.3467)  -0.719
H (-2.0465, 0.1342, -5.2358)  0.245
O (1.7023, -4.3473, 0.6379)  -0.560
H (-0.6421, 2.2623, 1.6329)  0.227
C (0.9547, -5.0099, 1.3339)  0.603
H (-0.2904, -5.5101, -0.3232)  0.236
C (1.8312, -1.0237, -0.2070)  -0.719
C (-2.5992, -2.5972, -2.9451)  -0.318
H (8.8933, 2.9037, 0.6428)  0.230
H (6.5464, 2.0424, -2.8087)  0.229
C (-2.0908, -1.4775, -3.6449)  -0.041
C (-2.4158, -0.9366, -5.1355)  -0.461
H (1.7967, -0.8184, -1.2793)  0.223
H (7.1425, 2.7583, 0.8966)  0.230
H (4.1462, 0.0452, 2.1679)  0.219
C (-4.9048, 0.0422, -5.6755)  -0.222
C (3.0276, -0.3375, 0.3932)  0.603
H (-4.0914, 1.6157, -4.5486)  0.364

Forces on atoms 1 to 2 (eV/Å):
C 0.34 0.23 0.03
H 1.21 0.32 -0.94

SMILES: NCCCC1=CC(=O)OC1=O.CC(C)=O.CC(C)=O.CC(C)=O.CC(C)=O.CC(C)=O
LUMO: -1.10 eV
Maximum force: 5.289 eV/A
M: 445.55 g mol⁻¹
Highest occupied orbital energy: -8.9 eV

***

Entry 3:
Computed, not measured: C22H40Ag2F12NO10 as an isolated structure at a distorted geometry, with wB97M-V/def2-TZVPD.

Last column: Mulliken charge in e.
Positions of all 87 atoms, in Å:
C (1.5218, -7.8104, 1.9128)  0.816
H (-4.7106, 3.1223, -2.9128)  0.210
H (2.9270, 1.8269, -7.7407)  0.306
F (7.3171, -0.8213, -4.7050)  -0.278
H (2.3193, 0.7010, -5.0655)  0.227
O (3.0559, -6.7930, 3.5728)  -0.234
H (-6.6034, 2.1236, 5.5581)  0.238
H (-4.5212, -4.0219, 2.7196)  0.450
H (5.0948, -8.2023, 4.3082)  0.305
H (2.5784, 4.8333, 1.0517)  0.203
C (3.0380, -7.6581, 4.6918)  -0.054
C (2.2611, 1.3546, -7.0184)  -1.218
H (-4.4216, 3.5592, -5.9333)  0.261
H (2.4290, -7.3721, 5.5493)  0.282
H (1.2645, 1.7540, -6.8299)  0.375
C (6.3600, -0.5303, -5.5452)  0.778
O (4.5333, 5.3835, 0.8232)  -0.253
F (2.4400, 5.0231, 3.8216)  -0.280
F (-3.7709, 5.2142, -3.9969)  -0.282
C (-5.5885, 2.1988, 5.1676)  -0.705
C (-5.2261, -2.8108, 0.6873)  -0.658
O (-4.9936, 0.8701, 5.1403)  -0.301
H (2.0435, 0.3803, -7.4558)  0.320
F (2.5007, -8.0207, 1.0958)  -0.272
H (6.4583, 6.9754, -0.1729)  0.266
H (-3.7979, -2.9113, 4.7295)  0.432
H (-5.5865, -2.2067, -0.1454)  0.263
F (-2.7854, 4.8017, -2.1404)  -0.278
H (-5.1518, 0.5313, -6.1689)  0.307
C (-4.7831, 1.4949, -6.5205)  -1.246
O (-3.7630, 2.1636, -4.4911)  -0.204
H (-5.6352, 2.6128, 4.1604)  0.328
Ag (5.0293, -2.5368, 1.1252)  0.750
F (6.8521, 0.4747, -6.2315)  -0.282
C (-4.7183, 2.6141, -5.4784)  -0.162
H (-5.5644, 1.7370, -7.2409)  0.403
H (-3.0460, 1.4819, 5.5200)  0.431
F (4.5237, 5.8100, 3.4353)  -0.273
H (-1.8707, -0.2940, 3.9813)  0.399
C (1.7399, -6.6508, 2.9121)  -0.111
C (-3.7081, 2.9118, -3.2853)  -0.115
C (-5.1998, -3.2285, 3.0328)  -0.784
C (4.3518, 6.5838, 0.0428)  -0.212
H (3.4158, 6.6369, -0.5133)  0.341
C (3.5283, 4.6630, 1.5583)  -0.018
C (-4.4655, -2.3795, 4.0516)  -0.499
C (-2.8635, -0.4007, 4.4184)  -0.866
O (4.1199, 0.2234, -6.0137)  -0.269
C (5.0083, -0.1027, -4.9414)  0.053
H (-3.8633, 1.2933, -7.0695)  0.289
C (4.4992, -7.7438, 5.0977)  -1.303
H (-2.8788, -1.8193, 2.9230)  0.394
C (5.5673, 6.7370, -0.7538)  -1.156
F (2.7090, 6.7171, 2.6960)  -0.292
H (-5.6881, 2.8007, -5.0170)  0.287
O (4.3168, -0.9949, -4.0950)  -0.843
F (6.3255, -1.4928, -6.4751)  -0.278
C (3.0791, 1.1517, -5.7040)  -0.251
H (2.6976, -8.6545, 4.4100)  0.248
H (-3.4630, 1.3796, 3.6994)  0.434
H (-5.1389, -1.7243, 4.6042)  0.364
C (-3.5520, 0.9660, 4.7040)  -0.503
H (-5.8838, -3.8710, 3.5873)  0.430
C (-2.9996, 4.2976, -3.3529)  0.796
O (3.8226, 3.2924, 1.5364)  -0.845
H (5.3655, 7.5924, -1.3983)  0.388
H (4.2186, 7.4829, 0.6444)  0.262
O (-5.7969, -2.5321, 1.9231)  -0.383
H (4.8188, -8.1599, 6.0531)  0.366
O (-3.1725, 1.9812, -2.4071)  -0.889
C (3.2927, 5.4856, 2.8965)  0.726
H (-4.1398, -2.7618, 0.7625)  0.293
H (-4.9519, 2.9089, 5.6954)  0.293
H (-5.5163, -3.7769, 0.2745)  0.303
H (4.9334, -6.7520, 4.9722)  0.302
H (1.0114, -6.7884, 3.7112)  0.211
F (-1.7620, 4.2966, -3.8538)  -0.267
F (1.1070, -8.9450, 2.4567)  -0.278
H (5.6898, 5.8212, -1.3321)  0.287
F (0.5091, -7.5686, 0.9973)  -0.315
H (-2.6495, -0.9752, 5.3196)  0.408
Ag (1.0022, -0.6742, -0.9434)  0.671
N (-3.5827, -1.2635, 3.3875)  -0.136
H (-3.9766, -0.6322, 2.7045)  0.372
H (5.1105, 0.8152, -4.3625)  0.255
H (3.2603, 2.1435, -5.2898)  0.370
O (1.7428, -5.3418, 2.4771)  -0.898

Forces on atoms 1 to 2 (eV/Å):
C -2.01 1.69 -1.71
H -0.79 0.59 -0.35

Charge: -1
LUMO: -2.21 eV
Maximum force: 4.775 eV/A
M: 922.27 g mol⁻¹
Highest occupied orbital energy: -4.5 eV